No. 1
27
Properties=species:S:1:pos:R:3:forces:R:3:nbo_charge:R:1 method="wB97M-V/def2-TZVPD" e_homo_ha=-0.35933 e_above_lowest_ev=2.081 e_tot_ev=-20697.4372 max_force_ev_per_a=4.76 molar_mass_g_mol=212.21
C 0.611 -2.584 1.259 0.6333 -0.5326 0.7351 -0.767
C -0.320 -2.036 0.227 0.4544 -0.4594 1.0599 0.625
O -0.926 -2.630 -0.622 0.0071 0.4162 0.1677 -0.506
C -0.196 -0.508 0.307 0.0381 0.4289 -3.3173 -0.196
C -0.564 0.026 1.647 -1.3207 -1.8431 1.6127 0.587
C -0.565 1.436 1.817 0.8636 4.5908 0.8993 -0.749
O -1.001 -0.684 2.541 0.3473 0.3634 -0.8812 -0.503
C 1.206 -0.057 -0.111 1.8560 0.6058 0.6716 0.707
O 2.258 -0.192 0.494 -0.7356 -0.2719 -0.2213 -0.580
N 1.110 0.663 -1.250 0.3269 -0.6481 -0.5648 -0.448
C 2.166 1.174 -2.058 1.3688 -1.3768 2.5186 -0.401
C -0.178 0.844 -1.711 -0.5664 0.5355 0.6705 0.806
O -0.480 1.569 -2.648 -0.2395 -1.2763 1.0538 -0.608
N -0.924 0.172 -0.783 -0.9408 -0.2248 -0.0143 -0.417
C -2.344 0.239 -0.732 -0.2530 2.2675 0.7487 -0.405
H 0.503 -2.234 2.315 -0.5378 -0.3400 -1.1049 0.274
H 1.517 -2.014 0.972 0.2629 -1.1844 0.2417 0.270
H 0.696 -3.685 1.266 0.1455 0.6342 -0.3384 0.242
H 0.264 2.044 1.313 -1.4848 -0.9609 -0.0882 0.242
H -0.357 1.693 2.869 -0.2623 -0.4929 -0.1404 0.265
H -1.602 1.857 1.667 1.1794 -0.2936 -0.3182 0.265
H 2.587 0.459 -2.704 0.4818 -1.0981 -0.7605 0.206
H 1.698 1.888 -2.577 -1.1913 2.9794 -2.3224 0.233
H 2.921 1.572 -1.415 0.6102 0.3314 0.2820 0.217
H -2.565 0.535 0.312 -0.6670 -0.5740 -0.5164 0.186
H -2.689 1.091 -1.340 0.2154 -0.3939 0.0395 0.235
H -2.826 -0.638 -1.057 -0.5915 -1.1822 -0.1130 0.220

No. 2
83
Properties=species:S:1:pos:R:3:forces:R:3:mulliken_spin:R:1 method="wB97M-V/def2-TZVPD" e_homo_ha="-0.22630 / -0.30473" e_above_lowest_ev=0.000 e_tot_ev=-75717.3298 spin_multiplicity=5 max_force_ev_per_a=3.24 molar_mass_g_mol=670.01
P 0.041 -0.622 -1.178 -0.2096 -0.3701 -3.2122 0.351
C 1.630 -0.030 -2.135 0.0143 -0.0751 1.3608 0.115
C 1.887 -0.486 -3.574 -0.4489 -0.1086 -0.3466 0.003
C 3.279 -0.034 -4.045 0.1049 -0.1481 0.3601 0.012
C 3.530 1.461 -3.832 -0.0864 0.0828 0.0150 -0.002
C 3.164 1.936 -2.421 0.1379 -0.2256 -0.0568 0.004
C 1.762 1.492 -2.014 -0.0139 -0.0144 0.1001 0.065
C -1.366 0.276 -2.054 0.1686 -0.1939 0.9719 -0.002
C -1.223 0.393 -3.572 0.2685 -0.0597 -0.0989 0.016
C -2.529 0.897 -4.180 -0.1113 0.0983 0.1060 0.004
C -2.963 2.233 -3.557 0.0590 -0.1148 -0.1839 0.001
C -2.952 2.203 -2.027 -0.0166 -0.0241 0.1451 0.010
C -1.638 1.658 -1.452 -0.0948 0.1351 -0.1013 0.042
C -0.139 -2.314 -1.990 -0.0987 -0.0550 0.8582 0.100
C 1.042 -3.186 -1.549 0.0670 -0.3395 -0.0509 0.027
C 0.998 -4.537 -2.279 -0.0522 0.0956 -0.1480 -0.002
C -0.322 -5.285 -2.067 -0.0178 0.1659 0.1911 -0.001
C -1.536 -4.399 -2.376 0.1416 0.0672 -0.3629 0.002
C -1.457 -3.042 -1.678 0.0277 -0.2048 0.4092 0.026
H 2.387 -0.489 -1.473 0.0164 0.2839 -0.2710 0.012
H 1.137 -0.052 -4.245 0.2295 -0.0948 0.1199 0.002
H 1.799 -1.576 -3.682 0.1325 0.2469 0.0435 0.000
H 3.402 -0.290 -5.105 -0.0087 0.0057 0.2061 0.001
H 4.026 -0.611 -3.482 -0.0127 0.0872 -0.0917 0.000
H 4.584 1.682 -4.031 -0.1398 0.0202 -0.0551 0.000
H 2.939 2.029 -4.560 0.0207 -0.0178 0.0074 0.000
H 3.873 1.513 -1.698 -0.0494 0.1026 -0.0471 0.002
H 3.240 3.027 -2.360 0.0476 -0.1046 0.0133 0.001
H 1.573 1.795 -0.978 -0.0070 0.0016 -0.2295 -0.015
H 1.016 1.979 -2.656 0.1725 -0.0318 0.0653 0.002
H -2.216 -0.387 -1.827 0.0620 0.2810 -0.0060 -0.010
H -3.302 0.140 -4.000 -0.0211 0.0596 -0.0888 0.001
H -0.939 -0.565 -4.030 -0.1462 0.2599 0.0835 0.000
H -0.423 1.112 -3.799 -0.2334 -0.1699 0.0014 0.001
H -2.408 1.002 -5.269 -0.1050 -0.0407 0.2606 0.000
H -3.968 2.488 -3.918 0.1878 0.0353 0.0729 0.000
H -2.288 3.020 -3.913 -0.0066 -0.0100 0.0368 0.000
H -3.144 3.208 -1.635 -0.0290 -0.1758 -0.0162 0.000
H -3.764 1.550 -1.686 -0.0057 0.1048 0.0535 -0.001
H -1.662 1.620 -0.354 -0.1513 -0.0282 -0.1955 -0.005
H -0.814 2.333 -1.714 -0.1506 -0.0695 0.0484 -0.016
H -0.086 -2.148 -3.082 0.0406 0.1009 0.4291 -0.008
H 1.999 -2.691 -1.753 -0.1284 -0.0806 0.0181 -0.003
H 0.999 -3.334 -0.458 -0.0678 0.0138 -0.2197 -0.004
H 1.111 -4.344 -3.354 0.0908 -0.0144 0.0502 0.000
H 1.847 -5.159 -1.975 -0.1044 0.0498 -0.0300 0.000
H -0.375 -5.599 -1.017 -0.0306 -0.0708 -0.1064 0.000
H -0.352 -6.185 -2.695 0.0312 0.1310 0.2175 0.000
H -2.461 -4.909 -2.082 0.1302 0.0772 -0.0624 0.000
H -1.592 -4.231 -3.459 -0.0104 -0.1006 0.0005 0.000
H -2.324 -2.428 -1.936 0.0676 -0.0933 -0.0705 -0.004
H -1.526 -3.215 -0.594 0.0974 0.0257 -0.4397 0.001
Pd -0.002 0.082 2.069 0.3784 -0.6493 0.5727 1.525
Cl -1.489 -1.416 0.916 -0.3562 0.0886 -0.1309 0.296
Cl 2.179 0.359 1.165 0.5464 -0.0023 0.0364 0.154
C -0.763 1.604 3.096 -0.1129 1.5107 1.0734 1.000
H -1.216 1.407 4.091 0.0776 0.0368 -0.6789 0.007
C -0.574 2.980 2.772 -0.6488 -0.9428 0.3048 -0.203
C -1.181 3.968 3.611 0.3853 0.0392 -0.7625 0.196
C -1.219 5.280 3.180 0.1104 -0.0054 -0.0706 -0.106
C -0.637 5.631 1.943 -0.1013 -0.0934 0.2146 0.219
C 0.022 4.675 1.155 -0.0595 -0.0143 0.1743 -0.115
C 0.076 3.348 1.569 -0.3014 0.8940 0.2483 0.244
H -1.631 3.638 4.545 0.0234 0.1775 -0.1885 0.009
H -1.715 6.036 3.799 0.2359 -0.2082 -0.3198 -0.004
H 0.487 4.971 0.210 -0.1343 -0.0431 0.3278 -0.005
H 0.605 2.588 1.005 -0.0786 0.0883 -0.0424 -0.036
H -0.708 6.662 1.614 0.0858 -0.0771 -0.0458 0.017
N 1.085 -1.616 9.149 -0.4608 -0.1179 -0.6051 0.000
C 0.075 -2.017 8.316 -0.3262 -0.5375 0.6379 -0.002
O -0.845 -2.722 8.719 0.8110 0.6751 -0.5257 0.000
C 0.157 -1.578 6.871 -0.1025 0.1520 -0.6639 -0.005
C 1.237 -0.892 6.290 -0.2601 0.0929 -0.0709 0.028
C 1.159 -0.488 4.952 -0.1683 -0.3281 0.2214 -0.039
N 0.104 -0.793 4.182 0.0681 -0.1605 -0.0311 0.086
C -0.942 -1.444 4.715 0.5068 -0.0640 0.3455 -0.011
C -0.944 -1.855 6.049 -0.0914 0.2039 -0.2002 0.014
H 0.972 -1.853 10.120 0.0935 0.0828 0.0246 0.000
H 1.736 -0.904 8.874 -0.0044 -0.0302 0.1477 0.000
H 2.147 -0.638 6.838 -0.3231 -0.1099 -0.1064 0.003
H 1.964 0.101 4.492 -0.4108 -0.3803 0.0844 0.000
H -1.803 -1.648 4.068 0.4758 0.1336 0.1302 -0.005
H -1.829 -2.366 6.425 0.3837 0.0932 0.1442 0.001

No. 3
17
Properties=species:S:1:pos:R:3:forces:R:3:nbo_charge:R:1 method="wB97M-V/def2-TZVPD" e_homo_ha=-0.35129 e_above_lowest_ev=1.579 e_tot_ev=-8429.6614 max_force_ev_per_a=1.14 molar_mass_g_mol=98.14
C 0.838 -2.339 0.327 -0.0161 -0.1737 -0.4720 -0.388
C 0.832 -1.190 -0.333 -0.3481 0.5102 0.2808 -0.179
C 0.768 0.160 0.352 0.3116 0.0247 -0.1928 -0.311
C 1.127 1.415 -0.470 0.4665 -0.1913 -0.1501 -0.046
O -0.192 1.939 -0.421 -0.0154 0.1925 0.1837 -0.539
C -0.643 0.892 0.460 -0.9693 0.0299 -0.0961 0.123
C -1.991 0.382 -0.114 0.1962 -0.0355 0.0265 -0.636
H 0.792 -3.276 -0.236 0.1398 0.2216 0.3933 0.203
H 0.865 -2.367 1.409 -0.0398 -0.1110 0.0061 0.193
H 0.820 -1.207 -1.419 -0.0870 0.0845 -0.0122 0.198
H 1.437 0.132 1.243 -1.1268 -0.0925 -0.1579 0.220
H 1.837 2.065 0.055 -0.0127 -0.0231 -0.1915 0.168
H 1.461 1.246 -1.500 0.0128 0.0316 0.0886 0.170
H -0.861 1.290 1.466 0.3509 -0.1345 -0.1750 0.171
H -2.463 -0.407 0.480 0.2681 -0.0082 -0.0040 0.212
H -1.905 0.047 -1.155 0.2257 -0.0920 0.2642 0.213
H -2.723 1.217 -0.146 0.6437 -0.2332 0.2084 0.225

No. 4
76
Properties=species:S:1:pos:R:3:forces:R:3:lowdin_charge:R:1 method="wB97M-V/def2-TZVPD" e_homo_ha="-0.31997 / -0.31454" e_above_lowest_ev=0.558 e_tot_ev=-77474.9456 max_force_ev_per_a=1.10 molar_mass_g_mol=875.06
Cs 0.732 -0.002 -0.313 -0.6608 0.6926 -0.5362 1.261
C -2.309 -3.949 2.372 0.0080 0.1889 -0.0383 -0.009
C -2.191 -2.591 1.740 0.0142 -0.0781 0.1343 -0.258
N -1.500 -1.602 2.169 -0.2342 -0.0703 -0.3689 0.108
O -0.727 -1.822 3.236 0.0819 -0.0712 0.2843 0.041
B -0.135 -0.514 3.707 0.0527 -0.2355 -0.2552 -1.121
F -1.126 0.338 4.182 0.0790 0.0167 0.0132 0.161
F 0.773 -0.846 4.705 0.0553 -0.0746 0.0079 0.152
O 0.519 0.022 2.492 -0.1526 0.3130 0.4599 -0.193
N 0.929 1.354 2.549 -0.1219 -0.0264 0.0260 0.090
C 0.049 2.209 2.200 -0.1062 -0.0880 0.0398 -0.317
C 0.509 3.640 2.181 -0.0147 0.0211 -0.0011 -0.015
C -1.411 1.983 1.894 -0.0921 0.1669 0.4276 -0.286
N -1.751 1.440 0.799 0.2662 0.1241 -0.3252 0.067
O -3.138 1.392 0.665 -0.1175 -0.0893 0.1028 0.068
B -3.633 1.161 -0.622 0.0346 0.0247 -0.0133 -0.971
F -4.962 0.926 -0.634 0.0308 0.0155 -0.0438 0.215
F -3.106 1.786 -1.691 0.0085 -0.0075 0.0102 0.220
O -2.994 -0.564 -1.088 -0.2138 0.0164 -0.1632 0.089
N -2.645 -1.211 -0.091 0.4723 -0.1743 0.1566 0.058
C -2.978 -2.266 0.527 -0.2499 0.0325 0.1555 -0.203
C -4.171 -3.077 0.110 0.0088 0.1001 -0.0173 0.016
C -2.404 2.540 2.878 0.1098 -0.0539 -0.0372 -0.003
H -1.527 -4.075 3.113 -0.0412 0.0251 0.0080 0.063
H -2.234 -4.744 1.629 0.0191 -0.0093 0.0048 0.087
H -3.268 -4.052 2.883 -0.0155 -0.0018 -0.0293 0.094
H 1.456 3.719 2.711 -0.0050 0.0088 0.0014 0.088
H -0.225 4.302 2.644 0.0078 -0.0211 0.0005 0.085
H 0.658 3.969 1.151 0.0145 0.0049 -0.0046 0.068
H -4.682 -2.596 -0.721 -0.0098 -0.0195 0.0026 0.088
H -4.859 -3.172 0.951 -0.0014 -0.0152 -0.0193 0.097
H -3.860 -4.079 -0.189 0.0118 -0.0015 0.0151 0.091
H -1.905 2.869 3.785 0.0019 0.0225 -0.0045 0.089
H -3.120 1.763 3.136 0.0059 -0.0010 -0.0018 0.094
H -2.956 3.365 2.423 0.0034 0.0022 0.0172 0.093
C 3.924 -2.652 -2.183 -0.0224 -0.0530 0.0234 -0.051
C 4.783 -1.715 -2.728 0.0254 0.0055 -0.0133 -0.050
C 4.253 -0.555 -3.266 -0.0049 0.0262 -0.0017 -0.014
C 2.874 -0.364 -3.238 0.0318 -0.0619 -0.0237 -0.249
N 2.046 -1.256 -2.687 0.0757 -0.0930 -0.2683 0.010
C 2.566 -2.373 -2.180 0.0221 0.0922 -0.0060 -0.165
C 2.283 0.857 -3.871 -0.0643 0.0684 -0.0417 -0.217
C 2.761 1.266 -5.112 0.0610 -0.0661 0.0069 -0.016
C 2.213 2.393 -5.694 -0.0070 0.0626 -0.0592 -0.045
C 1.210 3.070 -5.028 0.0207 0.0059 -0.0442 -0.012
C 0.778 2.590 -3.795 0.0270 -0.0573 0.1278 -0.203
N 1.312 1.508 -3.227 0.0421 -0.2102 0.0741 0.150
C -0.310 3.306 -3.063 0.0473 -0.0583 0.0314 -0.227
C -1.368 3.858 -3.777 -0.0424 0.0206 -0.0723 -0.021
C -2.338 4.576 -3.101 -0.0223 0.0121 -0.0434 -0.057
C -2.220 4.715 -1.732 0.0477 -0.0240 0.0719 -0.053
C -1.150 4.098 -1.101 0.0059 -0.0001 -0.0917 -0.135
N -0.207 3.407 -1.736 -0.0448 0.0330 0.0398 0.138
H 4.291 -3.575 -1.755 0.0053 0.0114 0.0019 0.109
H 5.853 -1.880 -2.731 -0.0033 -0.0021 0.0023 0.112
H 4.898 0.205 -3.688 -0.0069 -0.0052 -0.0004 0.116
H 1.865 -3.071 -1.731 0.0296 0.0640 -0.0633 0.110
H 3.532 0.698 -5.616 -0.0148 0.0073 0.0171 0.115
H 2.565 2.741 -6.657 -0.0021 -0.0049 0.0090 0.112
H 0.778 3.968 -5.445 -0.0131 0.0047 0.0071 0.113
H -1.443 3.709 -4.846 0.0229 -0.0044 0.0091 0.113
H -3.174 5.006 -3.637 0.0130 -0.0025 0.0196 0.112
H -2.951 5.261 -1.152 0.0052 -0.0040 -0.0065 0.110
H -1.055 4.164 -0.025 0.0008 -0.0084 -0.0052 0.086
F 1.986 -5.077 5.250 -0.0169 -0.0036 -0.0144 0.170
C 2.062 -4.285 4.200 0.0125 0.0702 -0.0650 -0.089
C 1.217 -4.522 3.101 0.1139 -0.0123 0.0941 -0.138
F 0.365 -5.543 3.151 0.0763 -0.0396 0.0516 0.132
C 1.281 -3.705 2.016 0.0450 -0.0027 0.1306 -0.122
F 0.488 -3.906 0.974 0.0282 0.0397 -0.0381 0.145
C 2.201 -2.591 1.967 0.2413 0.5072 -0.2599 -0.266
O 2.257 -1.814 1.002 0.3660 -0.9002 0.2870 -0.116
C 3.073 -2.416 3.112 -0.2026 0.0263 0.1162 -0.111
F 3.928 -1.418 3.094 -0.0280 -0.0175 -0.0663 0.177
C 2.991 -3.234 4.198 -0.0843 -0.1336 0.0366 -0.132
F 3.773 -3.062 5.255 -0.0364 -0.0298 0.0182 0.151

No. 5
63
Properties=species:S:1:pos:R:3:forces:R:3:nbo_charge:R:1 method="wB97M-V/def2-TZVPD" e_homo_ha="-0.64398 / -0.64398" charge=+3 e_tot_ev=-55666.9753 max_force_ev_per_a=1.77 molar_mass_g_mol=572.57
Ru -0.209 -0.033 -1.216 -1.7610 -0.1057 0.1131 0.309
C 1.869 -0.456 2.614 -0.0169 0.1624 0.2216 -0.415
N 0.840 0.008 1.662 -0.3035 -0.3318 -0.3856 -1.047
P -0.410 -0.900 0.991 0.4927 -0.3835 0.2128 1.584
C -1.558 -1.572 2.157 -0.0337 0.0698 -0.2882 -0.394
C -2.347 -0.779 3.002 0.0357 0.0553 0.0677 -0.181
C -3.134 -1.388 3.959 0.0028 -0.0128 -0.0277 -0.176
C -3.143 -2.775 4.075 -0.0314 0.0219 0.0313 -0.099
C -2.374 -3.565 3.231 0.0226 -0.0133 -0.0645 -0.193
C -1.591 -2.974 2.255 -0.0647 -0.0142 0.0184 -0.166
C 0.021 -2.133 -0.198 0.4183 -0.4588 -0.1412 -0.480
C -0.982 -2.336 -1.186 0.0747 -0.2668 -0.0423 -0.168
C -0.814 -3.316 -2.171 -0.0266 0.0562 0.0609 -0.214
C 0.312 -4.109 -2.151 0.0407 -0.0292 -0.0175 -0.093
C 1.310 -3.934 -1.171 -0.0266 -0.0096 -0.0095 -0.190
C 1.179 -2.961 -0.219 0.0344 0.2631 0.1183 -0.098
P 0.882 1.107 0.370 -0.2752 0.8828 0.3722 1.570
C 2.147 2.343 0.490 0.2269 -0.4619 -0.2107 -0.386
C 2.831 2.781 -0.643 0.0501 -0.0471 -0.0235 -0.194
C 3.700 3.855 -0.535 0.0120 -0.0029 0.0166 -0.172
C 3.888 4.470 0.696 -0.0146 -0.0194 -0.0099 -0.123
C 3.209 4.023 1.826 0.0176 -0.0046 0.0180 -0.178
C 2.332 2.959 1.735 -0.0371 0.0209 -0.0243 -0.193
C -0.751 1.922 0.411 0.8763 0.3866 0.2156 -0.369
C -1.246 2.122 -0.892 -0.0107 -0.1006 0.0642 -0.309
C -2.581 2.521 -1.065 0.0472 0.0024 -0.0766 -0.138
C -3.351 2.783 0.048 0.0048 0.0294 0.0109 -0.164
C -2.818 2.656 1.338 -0.0027 -0.0168 -0.0127 -0.134
C -1.527 2.199 1.534 -0.2117 -0.0394 -0.1660 -0.182
H 1.381 -1.065 3.374 0.0085 -0.0036 -0.0007 0.246
H 2.333 0.398 3.101 -0.0188 -0.0010 0.0022 0.246
H 2.638 -1.038 2.110 -0.0043 0.0040 -0.0017 0.216
H -2.350 0.295 2.909 0.0158 0.0010 0.0305 0.227
H -3.747 -0.786 4.615 -0.0026 0.0111 0.0020 0.255
H -3.763 -3.244 4.828 0.0102 -0.0016 0.0109 0.259
H -2.387 -4.642 3.330 -0.0038 -0.0022 -0.0127 0.259
H -1.009 -3.595 1.588 0.0316 -0.0247 0.0428 0.224
H -1.949 -1.835 -1.106 0.0340 -0.0059 -0.0170 0.258
H -1.587 -3.465 -2.913 -0.0105 -0.0253 0.0058 0.265
H 0.431 -4.894 -2.888 -0.0054 0.0005 -0.0161 0.265
H 2.171 -4.589 -1.165 0.0099 0.0035 0.0170 0.269
H 1.942 -2.834 0.539 0.0023 -0.0241 0.0004 0.237
H 2.696 2.290 -1.599 -0.0082 0.0379 0.0025 0.215
H 4.236 4.206 -1.405 0.0019 0.0023 -0.0061 0.252
H 4.571 5.305 0.779 0.0011 0.0028 -0.0009 0.257
H 3.366 4.510 2.779 -0.0039 0.0000 0.0030 0.256
H 1.793 2.627 2.615 -0.0178 0.0198 0.0039 0.222
H -0.559 2.178 -1.745 0.0563 0.1463 0.0606 0.276
H -2.972 2.694 -2.059 -0.0207 -0.0402 -0.0036 0.256
H -4.367 3.135 -0.072 -0.0027 0.0010 -0.0104 0.263
H -3.431 2.929 2.188 0.0123 0.0018 0.0169 0.257
H -1.114 2.078 2.528 -0.0037 0.0366 0.0082 0.237
N -0.542 0.403 -5.324 0.0217 -0.0614 -0.0471 -0.695
C -0.203 0.009 -4.126 -0.0230 -0.1198 0.1514 0.719
O -0.935 0.302 -3.120 0.2868 0.2494 -0.2562 -0.676
C 1.005 -0.817 -3.838 -0.0884 0.0486 -0.0636 -0.550
C 1.448 -0.558 -2.397 0.2124 0.1371 0.0031 -0.397
H -1.398 0.923 -5.468 0.0006 -0.0016 -0.0019 0.443
H 0.015 0.172 -6.135 -0.0059 0.0063 0.0013 0.442
H 1.813 -0.623 -4.547 0.0314 -0.0239 0.0323 0.276
H 0.706 -1.858 -3.985 -0.0118 -0.0017 0.0052 0.266
H 2.130 0.292 -2.358 -0.0953 -0.0099 0.0420 0.214
H 1.954 -1.421 -1.980 0.0498 0.0050 -0.0453 0.229

No. 6
8
Properties=species:S:1:pos:R:3:forces:R:3:nbo_charge:R:1 method="wB97M-V/def2-TZVPD" e_homo_ha=-0.25961 e_above_lowest_ev=0.988 e_tot_ev=-12915.5414 max_force_ev_per_a=2.51 molar_mass_g_mol=73.03
C -0.520 -0.170 0.272 -0.5981 -1.4198 1.9836 -0.011
C 0.822 0.487 0.294 1.1920 0.1280 -1.2102 -0.661
N -1.083 -0.711 -0.727 0.4673 -0.0677 -0.4536 -0.723
P -1.704 -1.418 -1.945 -0.0932 0.1381 -0.0533 0.534
H -1.073 -0.387 1.243 0.8453 0.6458 -1.0545 0.187
H 1.793 0.001 0.666 -1.7420 -0.2191 -0.4817 0.229
H 0.723 1.332 0.929 -0.0027 1.0437 0.5612 0.222
H 1.042 0.867 -0.732 -0.0686 -0.2489 0.7084 0.223